The following is a DFT calculation (ωB97M-V/def2-TZVPD) of one molecule with the formula C5H13NOS in a non-equilibrium geometry.

XYZ file:
```
21
Properties=species:S:1:pos:R:3
C -2.93396 -0.85699 0.93253
S -1.78138 -0.23996 -0.08870
C -2.26254 1.48693 -0.45100
O -1.68870 -0.94539 -1.33845
N 0.00874 0.00819 0.49240
C 1.01015 -0.41773 -0.46140
C 1.26044 -1.90970 -0.26060
C 2.28613 0.39705 -0.24572
H -2.86105 -1.93083 0.99488
H -2.90595 -0.36366 1.89109
H -1.85390 2.16275 0.28996
H -1.88972 1.72040 -1.44141
H -3.34525 1.51754 -0.43523
H 0.08452 0.99950 0.67984
H 0.65615 -0.26365 -1.49419
H 2.04085 -2.25555 -0.93480
H 1.56145 -2.10185 0.76562
H 0.34758 -2.45931 -0.47036
H 2.61863 0.29716 0.78546
H 2.11246 1.45165 -0.45592
H 3.07350 0.04005 -0.90398
```

Values from the calculation:
Molecular weight = 135.23 g/mol
E = -726.36837 Eh
Max |F| = 2.5 eV/A
Net charge = 0
LUMO energy = 0.6 eV
HOMO = -8.42 eV
SMILES = C=[S@](C)(=O)NC(C)C

natural (NBO) population analysis, charges in e, atoms 1 to 4: -1.021 1.885 -0.829 -0.942